306
Properties=species:S:1:pos:R:3 method="wB97M-V/def2-TZVPD" homo_lumo_gap_ev=9.3781 energy_ha=-4981.61512 largest_force_ev_per_a=4.75 e_homo_ev=-8.996
H -1.172 -4.588 0.956
C -5.689 -4.974 -3.889
H -5.849 -2.894 0.696
H 10.803 -0.438 -1.297
H -1.808 5.459 -4.055
C 0.282 5.240 7.920
C 6.201 -0.429 0.143
H -0.532 3.810 5.695
H -3.995 -5.820 3.814
C 2.221 1.638 -8.098
H 3.045 7.099 -4.687
H -0.162 -5.220 4.579
C 1.588 5.677 7.213
H -6.124 0.762 4.847
H 7.115 1.504 -0.394
H -5.851 -3.028 -4.705
C -2.632 -1.250 3.175
H -2.684 0.824 8.936
H 11.736 1.122 -0.736
O -0.495 -7.252 -0.831
C -4.299 -2.458 7.075
N -1.786 2.231 3.281
H -5.841 -0.590 -0.879
C -5.518 2.112 2.057
H 6.105 1.975 3.201
H 2.915 7.627 -2.975
H 2.846 6.593 5.245
N 4.855 5.489 -2.651
H -1.614 -3.241 -7.792
H -2.700 3.750 0.636
H 1.442 -0.256 -2.077
C -5.463 0.649 5.709
H 3.899 0.576 -7.260
O -4.841 4.987 0.605
C 8.534 -2.180 -4.512
C -0.478 -4.890 5.568
H -2.210 4.775 -0.653
H -2.450 -1.732 2.208
H -4.178 -4.493 1.022
H -7.617 6.559 1.449
H -4.422 0.918 5.357
H -2.199 -6.245 -0.347
C -0.990 -8.036 -1.957
C 1.219 -2.402 2.373
C 1.035 0.836 6.315
O -5.801 1.288 0.894
C -3.870 -3.332 -1.980
C -5.057 0.620 -8.457
C 2.755 -1.316 -0.727
C -6.232 -3.068 1.685
H -0.452 2.761 0.117
H 2.218 5.429 -1.380
H -7.542 1.802 2.792
H 6.617 3.037 5.334
H 1.382 -2.070 -2.115
H -4.798 3.006 1.841
C 7.308 0.582 0.298
H 0.702 -3.214 1.922
H -3.464 -2.567 9.103
H -0.826 2.498 -3.113
H -0.334 -2.480 -4.418
C 0.019 -9.168 -2.235
C -1.670 2.805 4.263
N 1.647 -1.367 -6.474
C -5.533 -3.459 -3.811
H -5.128 -5.550 -3.101
O 8.626 0.051 -0.101
H -2.568 4.872 -5.540
H 0.517 -2.993 5.084
H 11.228 -0.338 0.356
H -5.767 1.365 6.498
H 6.121 0.730 -4.013
C 2.866 6.799 -3.667
H -1.537 -5.120 5.644
H 5.202 -1.671 5.510
H 0.565 -0.085 0.483
H -2.082 -1.142 5.217
C 5.501 1.025 -3.200
C 2.917 0.908 -6.945
O -4.617 0.267 -7.177
H 3.434 -2.111 -0.901
H -2.471 -5.418 -6.764
H -6.318 -0.930 6.727
H 0.571 2.953 -8.575
O 5.853 0.640 4.744
H -6.666 5.508 2.427
H -3.278 0.153 -9.376
H -1.390 0.152 6.788
C -6.146 5.476 0.368
H 6.138 1.030 -2.295
C 3.058 -5.509 -0.761
C 2.993 -6.795 0.125
C -6.773 2.572 2.649
H 3.711 -1.859 4.491
H -3.749 1.126 0.455
O -2.203 -3.044 -5.902
H -2.970 -4.478 3.248
C 3.409 -6.383 1.523
H 2.381 -4.793 -0.311
C 4.494 -4.910 -0.893
H -6.161 6.184 -0.461
H 9.667 1.648 0.598
C -0.786 0.296 -1.004
H 3.125 -2.716 1.330
H -4.062 -4.987 -6.924
C 9.584 1.062 -0.295
H 1.207 6.875 -1.494
H 3.738 -0.743 5.701
H 6.044 -0.630 -0.900
H 1.397 -0.185 6.478
H 0.440 -4.846 0.254
H 2.922 2.314 -8.587
H 4.182 0.479 3.566
H -3.330 -3.407 -3.812
H 8.164 1.218 -6.604
C -4.704 -4.810 1.962
H 0.113 -9.785 -1.302
H -3.505 3.652 5.885
C 2.332 5.001 3.770
H 2.561 -5.764 -1.731
H -2.465 -1.057 -6.068
H -4.870 1.573 2.752
H -3.203 -2.573 -7.711
H 2.830 -1.149 -2.929
H 9.614 0.082 -4.084
C -3.799 1.075 -9.141
H -1.480 2.613 6.318
H 1.457 5.133 -3.952
H 7.517 0.999 1.289
H 1.991 -7.220 0.087
C -1.524 3.423 5.570
H 1.105 3.008 -6.742
H -2.223 -2.296 7.809
H -0.325 -0.776 -4.253
H -4.053 -1.930 -3.459
H -3.628 -1.574 3.488
H -6.408 2.984 3.615
C 2.161 1.826 6.081
C 10.916 0.340 -0.534
H -3.154 -5.003 -8.441
H -2.466 4.956 6.649
C 6.729 1.436 4.013
H 0.083 -5.307 6.387
H -0.837 1.601 -5.632
C -4.199 -3.003 -3.351
H 0.202 1.708 -7.342
H -2.649 3.010 -1.005
H 5.536 -0.617 3.168
H -1.613 -1.873 -3.446
H -7.388 -1.913 3.181
H 8.021 1.948 5.652
H -5.337 -2.775 7.467
H -2.161 2.110 8.070
H 1.403 5.502 3.548
H -4.686 1.630 -4.996
C 3.615 2.626 -2.579
C -4.402 4.238 -0.519
C -1.646 -1.756 -5.784
H -5.468 -1.275 5.230
C 4.347 -1.226 4.975
C -2.695 4.376 5.810
C -6.769 -1.802 2.260
H 8.628 -1.890 -3.473
H 0.492 -1.568 2.413
H 2.858 -1.066 1.954
H -4.321 0.007 -4.421
H 9.304 1.803 -1.123
H -3.178 4.694 3.672
H 7.558 -3.470 -5.779
H -7.081 -3.738 1.571
C -1.159 -6.048 -0.631
H 1.077 -8.871 -2.516
H -5.922 -1.127 2.540
O -1.411 -3.024 4.430
C -3.599 -5.314 2.937
H 9.518 1.958 -5.576
H -2.975 -6.046 2.425
C 2.401 -1.945 1.595
C -0.479 -5.318 0.570
C 8.629 1.284 -5.576
H -0.620 5.619 7.471
H 4.695 -4.472 0.065
N 3.802 -5.870 2.443
H -0.610 -2.855 6.391
H -0.243 3.854 -5.401
H 2.133 3.957 3.713
H 8.080 3.112 4.273
H -0.693 -1.066 4.146
H 2.838 1.876 -2.778
H 2.034 0.851 -8.860
O -1.226 1.097 -1.827
C 0.415 2.082 0.225
C 4.945 -0.178 4.032
C -3.023 5.274 4.608
C -1.003 -1.622 -4.351
H -5.960 7.111 1.986
H -6.280 -3.089 -3.122
H -5.517 -5.563 1.862
H 2.816 1.498 5.322
C -4.666 0.551 0.481
H 7.849 -4.169 -4.215
H -4.122 -0.765 -1.134
H 0.307 0.679 5.450
C 0.980 2.355 -7.694
H 5.515 3.243 -3.315
C -6.562 6.216 1.624
C 7.475 -3.240 -4.705
H 0.744 2.180 1.291
C -1.651 -1.560 4.282
C -0.451 -3.377 5.426
H 3.147 5.170 3.089
H -1.200 1.588 9.504
H 7.991 1.687 -4.811
H -6.750 -5.240 -3.815
C -5.120 0.595 -4.840
H -5.934 0.531 -4.149
H 3.327 -0.391 -0.446
C -1.690 2.176 -5.366
H -1.465 -1.694 -1.844
C -5.491 -0.757 6.143
H 9.562 -2.552 -4.822
H -5.514 -0.190 -9.041
H 1.695 6.781 7.267
H -4.239 -3.019 6.107
O 0.265 1.311 7.427
H -0.392 -9.789 -3.006
N 4.412 2.285 -0.175
H -2.309 2.273 -6.225
C -1.040 3.474 -4.772
H 4.481 2.293 -4.504
C 4.843 2.382 -3.478
H -2.947 -3.904 8.007
O 8.217 -1.013 -5.198
C -1.741 1.316 8.631
O 1.509 5.187 5.905
N -0.029 0.705 0.034
H 1.255 2.286 -0.499
H -5.755 1.437 -8.423
C 2.686 5.500 5.152
H 4.470 -4.028 -1.549
H 6.535 -1.354 0.714
H -2.506 -0.176 2.907
H -0.415 -0.461 8.136
H -2.280 1.650 -4.655
H -6.594 0.368 -6.468
C -3.175 -2.854 8.045
O -4.306 -1.078 6.881
H 0.622 6.603 -3.834
H 0.310 5.546 8.990
H -4.887 0.768 -1.584
O 1.846 -1.629 0.283
H -5.007 3.282 -0.595
H -4.465 -0.119 1.300
H 10.127 -0.274 -5.670
C -4.913 -0.031 -0.873
H -2.196 5.922 4.543
H -6.835 4.735 0.125
H -4.041 1.568 -10.057
H 4.711 0.270 -3.016
H 1.418 -2.631 3.395
H -2.179 -1.121 -0.332
O -5.245 -3.616 2.574
C -0.841 0.495 7.674
C -2.178 4.523 -4.592
C 1.338 5.924 -1.906
C 2.073 -1.188 -2.079
C 1.543 6.098 -3.420
H -3.827 5.889 4.819
O -0.417 3.199 -3.576
H 3.731 -7.652 -0.169
C -2.508 -3.359 -7.238
H -1.974 -8.415 -1.687
H 3.543 5.019 5.559
H -1.136 -7.395 -2.825
H -3.160 1.677 -8.534
H 2.945 1.571 -6.043
H 0.539 5.172 -1.719
H 2.398 5.232 7.804
H 0.213 4.126 7.828
H -1.249 -5.388 -1.548
N -3.483 -3.683 -0.961
C -2.862 3.901 -0.423
C 7.403 2.459 4.826
C -1.269 -1.134 -0.911
H 1.821 2.830 5.873
C -5.608 0.036 -6.200
H 3.047 3.599 -2.745
C 3.946 2.461 -1.195
H 7.481 0.797 3.531
H -2.933 4.044 -3.985
C -3.090 -4.779 -7.362
H 5.219 -0.062 0.533
H -7.306 3.438 2.115
H -0.809 -1.552 -6.448
H -0.228 -6.052 1.339
C 3.993 6.012 -3.187
C 9.224 -0.029 -5.068
H -0.502 -1.669 -0.328
C 2.187 -0.350 -6.569
H -5.353 -5.416 -4.807
H -4.612 4.871 -1.432
H -5.661 -1.066 -6.126
H 2.673 1.867 7.019
H 6.501 -2.965 -4.417
H 5.251 -5.606 -1.229
H -7.409 -1.309 1.484